No. 1
128
Properties=species:S:1:pos:R:3:lowdin_charge:R:1 method="wB97M-V/def2-TZVPD" homo_ev=0.415 molar_mass_da=1198.0 total_energy_ev=-136860.5860 charge=-2
K 0.182 1.102 -0.532 0.624
F -0.368 4.885 2.862 0.149
C -1.569 4.331 2.755 -0.686
F -2.483 5.294 2.768 0.138
F -1.767 3.548 3.824 0.117
S -1.697 3.248 1.275 0.587
O -0.556 2.367 1.337 -0.440
O -2.994 2.622 1.366 -0.290
N -1.604 4.376 0.164 -0.285
S -1.795 3.896 -1.329 0.608
O -1.303 2.542 -1.497 -0.454
O -3.069 4.231 -1.901 -0.279
C -0.574 4.961 -2.202 -0.680
F -0.508 4.576 -3.473 0.148
F 0.630 4.870 -1.659 0.160
F -0.961 6.242 -2.167 0.126
C -3.830 -12.998 -3.335 -0.099
O -4.565 -12.111 -2.522 -0.100
C -4.020 -10.872 -2.259 -0.270
C -4.765 -10.044 -1.414 -0.009
C -4.294 -8.782 -1.104 -0.033
C -3.083 -8.322 -1.619 -0.152
C -2.349 -9.150 -2.455 -0.015
C -2.808 -10.420 -2.782 -0.014
C -2.546 -6.979 -1.305 -0.286
N -1.444 -6.489 -1.817 0.189
C -1.316 -5.229 -1.243 -0.155
C -2.363 -4.990 -0.391 -0.138
N -3.165 -6.120 -0.435 0.169
C -2.548 -3.752 0.318 -0.104
C -3.670 -3.416 1.078 -0.037
C -3.752 -2.151 1.617 -0.069
C -2.693 -1.258 1.385 -0.153
N -1.618 -1.568 0.683 0.143
C -1.529 -2.793 0.145 -0.143
C -0.345 -3.075 -0.691 -0.154
N 0.605 -2.132 -0.725 0.125
C 1.607 -2.274 -1.562 -0.090
C 1.742 -3.404 -2.394 -0.007
C 0.815 -4.408 -2.316 -0.003
C -0.273 -4.252 -1.438 -0.090
H -4.409 -13.918 -3.377 0.088
H -2.846 -13.201 -2.902 0.093
H -3.707 -12.596 -4.345 0.093
H -5.703 -10.405 -1.018 0.114
H -4.898 -8.160 -0.455 0.102
H -1.410 -8.790 -2.851 0.115
H -2.213 -11.037 -3.438 0.101
H -3.972 -6.308 0.129 0.136
H -4.473 -4.131 1.230 0.102
H -4.602 -1.845 2.213 0.098
H -2.713 -0.257 1.803 0.096
H 2.314 -1.470 -1.600 0.070
H 2.599 -3.451 -3.056 0.115
H 0.894 -5.307 -2.912 0.108
O 2.220 -0.813 1.513 -0.215
H 1.626 -1.330 0.945 -0.013
H 2.538 -0.121 0.872 -0.056
C -1.704 -1.008 5.560 -0.234
C -0.832 0.214 5.300 -0.474
Sb 0.380 -0.145 3.506 1.456
C 1.606 -1.643 4.456 -0.445
C 1.957 -1.435 5.921 -0.204
C 1.761 1.492 3.713 -0.418
C 1.640 2.339 4.971 -0.202
H -2.393 -0.878 6.401 0.053
H -1.101 -1.893 5.775 0.047
H -2.311 -1.259 4.687 0.039
H -0.218 0.450 6.170 0.027
H -1.458 1.088 5.106 0.027
H 2.494 -1.649 3.827 0.029
H 1.129 -2.614 4.305 0.037
H 2.491 -0.495 6.070 0.052
H 2.605 -2.232 6.300 0.056
H 1.078 -1.403 6.564 0.040
H 1.636 2.108 2.824 0.033
H 2.747 1.034 3.615 0.051
H 0.646 2.779 5.072 0.047
H 2.358 3.165 4.960 0.061
H 1.819 1.764 5.881 0.043
C -3.653 -1.745 -2.424 0.013
N -4.112 -0.414 -2.902 -0.188
C -5.386 -0.007 -2.280 -0.008
C -3.007 0.621 -2.685 -0.125
C -1.912 0.322 -3.652 -0.343
C -2.178 0.619 -5.000 -0.101
C -1.236 0.300 -5.962 -0.122
C -0.041 -0.285 -5.543 -0.100
C 0.187 -0.533 -4.196 -0.119
C -0.734 -0.258 -3.159 -0.067
H -4.319 -2.506 -2.827 0.103
H -3.712 -1.714 -1.339 0.082
H -2.619 -1.872 -2.747 0.095
H -4.207 -0.462 -3.921 0.162
H -5.208 0.100 -1.212 0.107
H -6.140 -0.770 -2.464 0.095
H -5.682 0.951 -2.700 0.101
H -2.695 0.473 -1.653 0.113
H -3.492 1.591 -2.805 0.116
H -3.082 1.156 -5.293 0.092
H -1.399 0.548 -7.005 0.083
H 0.743 -0.500 -6.263 0.085
H 1.167 -0.928 -3.943 0.069
C 2.913 0.923 -0.661 -0.143
C 3.502 0.415 -1.620 -0.295
C 4.130 -0.262 -2.735 -0.243
C 5.067 -1.301 -2.430 -0.189
C 5.963 -1.920 -3.354 -0.075
C 6.834 -2.928 -2.994 -0.157
C 6.910 -3.409 -1.690 -0.171
C 6.098 -2.782 -0.749 -0.142
C 5.230 -1.769 -1.088 -0.056
C 3.806 0.208 -4.051 -0.197
C 3.961 -0.518 -5.261 -0.077
C 3.620 0.004 -6.494 -0.155
C 3.080 1.279 -6.622 -0.168
C 2.865 1.994 -5.446 -0.128
C 3.205 1.481 -4.214 -0.051
H 5.999 -1.563 -4.371 0.071
H 7.487 -3.341 -3.757 0.079
H 7.592 -4.203 -1.416 0.064
H 6.144 -3.087 0.291 0.084
H 4.657 -1.286 -0.309 0.083
H 4.319 -1.536 -5.220 0.077
H 3.756 -0.615 -7.375 0.082
H 2.804 1.681 -7.588 0.070
H 2.409 2.977 -5.492 0.086
H 3.004 2.050 -3.314 0.091

No. 2
89
Properties=species:S:1:pos:R:3:lowdin_charge:R:1 method="wB97M-V/def2-TZVPD" homo_ev=-11.551 molar_mass_da=2063.9 total_energy_ev=-633328.9285 charge=+1
N 0.807 3.319 -0.025 0.154
B -0.154 2.396 0.653 -0.473
O -0.740 1.342 -0.078 0.011
C -0.554 2.645 2.206 -0.064
N -0.717 3.942 2.662 0.135
C -1.101 3.866 4.041 0.023
C -1.131 2.439 4.321 0.017
N -0.761 1.673 3.166 0.020
C -0.637 0.199 3.059 -0.073
O 0.622 -0.268 3.598 -0.041
C 1.685 0.467 3.031 -0.363
C 2.295 0.121 1.693 -0.140
C 3.388 0.958 1.105 -0.158
C 3.933 2.173 1.791 -0.085
C 3.359 2.507 3.127 -0.142
C 2.263 1.680 3.722 -0.185
H 1.714 3.175 0.457 0.069
H 0.492 4.268 0.234 0.070
H -0.741 1.650 -1.017 -0.005
H -0.585 4.799 2.125 0.170
H -1.336 4.721 4.726 0.142
H -1.413 1.997 5.317 0.150
H -1.440 -0.223 3.738 0.168
H -0.795 -0.153 1.993 0.162
H 1.937 -0.752 1.089 0.092
H 3.844 0.699 0.097 -0.009
H 4.735 2.810 1.330 0.095
H 3.733 3.392 3.703 0.042
H 1.816 1.949 4.746 0.013
C -3.788 1.293 -3.210 -1.968
Cl -3.623 -0.086 -4.306 0.496
Cl -2.423 1.294 -2.062 0.630
Cl -3.776 2.799 -4.145 0.551
Cl -5.310 1.171 -2.311 0.529
C 3.048 3.292 7.414 -1.917
Cl 1.423 2.899 8.029 0.498
Cl 3.382 5.011 7.690 0.553
Cl 4.258 2.313 8.258 0.504
Cl 3.114 2.942 5.670 0.675
C -5.944 -3.704 -2.998 -2.015
Cl -7.533 -4.053 -2.293 0.491
Cl -5.568 -1.982 -2.788 0.465
Cl -4.707 -4.682 -2.184 0.521
Cl -5.966 -4.097 -4.727 0.528
C 5.190 -1.018 4.507 -1.940
Cl 4.870 -0.284 6.090 0.519
Cl 6.703 -0.365 3.846 0.533
Cl 5.332 -2.778 4.687 0.537
Cl 3.848 -0.634 3.398 0.743
C 0.082 -1.389 -5.986 -2.010
Cl -0.248 -0.625 -4.418 0.473
Cl 1.596 -0.749 -6.641 0.504
Cl 0.219 -3.142 -5.774 0.494
Cl -1.245 -1.032 -7.108 0.533
C 5.429 0.634 -5.714 -2.005
Cl 4.218 0.446 -4.422 0.478
Cl 5.589 2.351 -6.129 0.531
Cl 6.990 0.011 -5.164 0.505
Cl 4.913 -0.275 -7.148 0.518
C 7.553 0.420 -1.175 -1.972
Cl 6.086 0.862 -0.265 0.558
Cl 7.890 1.671 -2.383 0.528
Cl 8.920 0.294 -0.056 0.547
Cl 7.306 -1.141 -1.984 0.494
C 0.971 -5.841 -8.826 -2.034
Cl -0.621 -6.192 -8.126 0.513
Cl 1.341 -4.120 -8.614 0.484
Cl 2.205 -6.816 -8.006 0.520
Cl 0.957 -6.236 -10.554 0.527
C -11.504 -4.181 -3.070 -2.023
Cl -11.830 -2.547 -3.674 0.494
Cl -13.036 -5.042 -2.832 0.531
Cl -10.509 -5.059 -4.246 0.516
Cl -10.639 -4.075 -1.523 0.492
C 2.997 0.258 11.567 -2.014
Cl 2.433 1.407 10.337 0.438
Cl 1.929 0.330 12.980 0.529
Cl 2.978 -1.382 10.893 0.524
Cl 4.650 0.679 12.052 0.527
C 3.447 -2.686 -1.749 -1.983
Cl 4.330 -1.147 -1.729 0.446
Cl 4.461 -3.938 -2.487 0.554
Cl 3.042 -3.155 -0.085 0.546
Cl 1.954 -2.500 -2.686 0.506
C -12.381 1.358 -4.086 -2.042
Cl -13.589 1.180 -2.800 0.521
Cl -12.205 3.073 -4.501 0.520
Cl -10.823 0.721 -3.525 0.490
Cl -12.905 0.454 -5.519 0.515

No. 3
8
Properties=species:S:1:pos:R:3:lowdin_charge:R:1 method="wB97M-V/def2-TZVPD" homo_ev="-5.718 / -11.586" spin_multiplicity=3 molar_mass_da=39.9 total_energy_ev=-2825.7699 charge=0
B 0.248 -1.035 0.496 -0.135
C 0.331 0.154 -0.777 -0.011
C -0.413 0.289 0.495 -0.216
H 0.623 -1.934 0.990 -0.022
H 1.356 0.634 -0.729 0.114
H -0.144 -0.056 -1.703 0.071
H -1.509 0.512 0.659 0.122
H 0.101 0.783 1.267 0.077

No. 4
76
Properties=species:S:1:pos:R:3:lowdin_charge:R:1 method="wB97M-V/def2-TZVPD" homo_ev=-7.704 molar_mass_da=666.4 total_energy_ev=-100107.3999 charge=0
C 0.774 -1.675 4.874 -0.825
Cl 2.019 -2.523 3.879 0.674
Cl 1.209 -0.022 5.231 0.878
H -0.132 -1.626 4.269 -0.028
H 0.571 -2.197 5.808 0.059
C 2.924 -1.942 0.981 -0.959
Cl 2.425 -3.356 -0.032 0.662
Cl 4.360 -2.245 1.972 0.692
H 3.187 -1.086 0.359 0.017
H 2.127 -1.611 1.646 -0.027
C 6.256 0.340 -0.453 -0.041
C 4.887 0.044 0.146 -0.272
O 4.856 0.571 1.476 0.026
C 3.700 0.395 2.179 -0.443
O 2.629 -0.081 1.796 -0.097
O 3.808 1.239 3.247 0.036
C 2.749 1.423 4.168 -0.167
H 7.037 -0.279 -0.012 0.084
H 6.487 1.377 -0.209 0.081
H 6.266 0.252 -1.539 0.085
H 4.725 -1.029 0.039 0.059
H 4.104 0.556 -0.413 0.134
H 3.036 1.674 5.189 0.094
H 2.084 0.572 4.317 -0.258
H 2.062 2.188 3.806 0.109
C -3.930 3.054 -4.172 -0.052
C -3.752 1.842 -3.196 -0.178
O -2.404 1.434 -3.094 0.089
C -1.772 1.687 -1.977 -0.676
O -2.136 2.362 -1.074 0.080
O -0.700 1.016 -2.003 0.009
C 0.390 1.283 -1.119 -0.081
H -3.529 2.734 -5.133 0.074
H -3.548 4.031 -3.876 0.073
H -4.984 3.284 -4.322 0.073
H -4.274 1.052 -3.737 0.126
H -4.281 2.065 -2.270 0.112
H 0.117 1.181 -0.069 0.101
H 0.666 2.323 -1.294 0.132
H 1.234 0.643 -1.374 0.127
F 1.868 -4.791 -3.460 0.049
C 1.395 -3.532 -3.462 -0.289
C 1.549 -2.812 -4.661 -0.007
C 1.087 -1.485 -4.687 -0.070
C 0.442 -0.926 -3.567 -0.068
C 0.334 -1.684 -2.409 -0.075
C 0.877 -2.996 -2.304 -0.095
H 2.030 -3.211 -5.542 0.109
H 1.120 -0.922 -5.608 0.096
H -0.067 0.026 -3.575 0.092
H -0.218 -1.327 -1.552 0.046
H 0.597 -3.536 -1.412 0.053
F -1.544 -1.708 3.729 -0.002
C -1.125 -1.154 2.532 -0.160
C 0.186 -0.648 2.574 -0.070
C 0.779 -0.211 1.383 -0.063
C 0.101 -0.321 0.155 -0.173
C -1.261 -0.756 0.111 -0.030
C -1.892 -1.169 1.329 0.033
H 0.816 -0.603 3.450 -0.046
H 1.760 0.239 1.417 -0.119
H 0.614 -0.095 -0.769 0.002
H -1.711 -0.770 -0.870 0.111
H -2.918 -1.492 1.429 0.028
F -3.770 -1.279 0.572 0.046
C -4.292 -0.069 0.771 -0.279
C -5.290 0.192 1.648 0.020
C -5.741 1.581 1.850 -0.023
C -5.154 2.573 1.050 -0.103
C -4.080 2.285 0.333 -0.094
C -3.616 0.987 0.230 -0.001
H -5.735 -0.586 2.250 0.110
H -6.518 1.775 2.574 0.093
H -5.456 3.596 1.222 0.107
H -3.658 3.021 -0.335 0.108
H -2.757 0.861 -0.412 0.080

No. 5
167
Properties=species:S:1:pos:R:3:lowdin_charge:R:1 method="wB97M-V/def2-TZVPD" homo_ev=-8.820 molar_mass_da=940.3 total_energy_ev=-86640.8722 charge=0
C -2.905 2.603 -3.250 0.058
C -3.489 1.550 -2.508 -0.073
C -4.155 0.431 -1.470 -0.128
C -3.000 -0.346 -0.554 -0.290
C -3.792 -1.044 0.687 -0.063
C -4.070 -2.653 0.556 -0.179
O -4.588 -3.065 -0.792 -0.083
C -2.846 -3.615 1.093 -0.187
F -3.519 -4.769 1.798 -0.023
F -2.017 -4.223 0.029 0.013
F -1.959 -2.992 2.100 0.009
C -1.785 -1.105 -1.340 -0.295
C -2.074 -2.142 -2.566 -0.053
N -0.794 -1.476 -0.236 0.056
C -0.843 -0.227 0.671 -0.229
O 0.026 -0.183 1.684 -0.040
C -2.044 0.800 0.202 -0.171
C -2.731 1.817 1.282 -0.142
C -1.885 3.247 1.471 -0.195
C -0.266 3.021 1.613 -0.243
C 0.590 4.378 1.981 -0.208
C 2.189 3.997 1.670 -0.213
C 2.661 2.612 2.426 -0.225
C 4.239 2.622 2.920 -0.207
C 4.938 1.161 2.514 -0.214
C 6.511 1.077 2.995 -0.210
C 6.710 0.640 4.563 -0.179
C 5.891 -0.708 5.014 -0.232
O 6.049 -1.694 3.910 -0.266
C 5.461 -3.002 4.337 -0.106
H -2.321 3.322 -3.989 0.060
H -4.923 1.043 -0.800 0.118
H -4.764 -0.384 -2.085 0.122
H -3.329 -0.862 1.754 0.115
H -4.870 -0.531 0.727 0.145
H -4.986 -2.879 1.290 0.167
H -4.440 -4.068 -0.912 0.134
H -1.243 -0.197 -1.897 0.143
H -1.315 -1.850 -3.441 0.071
H -3.146 -1.910 -3.000 0.087
H -1.876 -3.272 -2.339 0.080
H 0.109 -1.290 -0.760 0.139
H -1.503 1.546 -0.546 0.146
H -2.998 1.315 2.310 0.117
H -3.775 2.155 0.812 0.119
H -2.180 4.044 0.654 0.116
H -2.252 3.669 2.525 0.119
H -0.119 2.286 2.542 0.117
H 0.144 2.533 0.613 0.113
H 0.447 4.542 3.154 0.121
H 0.233 5.304 1.355 0.107
H 2.930 4.850 2.017 0.106
H 2.284 3.783 0.504 0.115
H 2.024 2.374 3.407 0.119
H 2.536 1.656 1.730 0.110
H 4.374 2.767 4.078 0.110
H 4.869 3.434 2.355 0.101
H 4.944 1.089 1.323 0.115
H 4.289 0.240 2.905 0.115
H 7.080 0.363 2.240 0.115
H 6.961 2.176 2.883 0.100
H 6.516 1.561 5.278 0.111
H 7.867 0.383 4.696 0.113
H 4.742 -0.482 5.111 0.120
H 6.250 -1.128 6.062 0.127
H 5.199 -3.007 5.495 0.082
H 6.313 -3.809 4.141 0.097
H 4.511 -3.291 3.710 0.103
C -3.937 3.590 -8.184 -0.087
C -3.597 2.910 -6.874 -0.317
O -3.836 3.796 -5.791 -0.122
H -3.337 4.497 -8.314 0.080
H -3.754 2.922 -9.030 0.052
H -4.988 3.899 -8.199 0.073
H -2.541 2.623 -6.855 0.120
H -4.202 2.009 -6.732 0.092
H -4.777 4.038 -5.812 0.094
C -4.141 -2.809 5.407 -0.081
C -3.782 -1.847 4.293 -0.315
O -4.958 -1.418 3.624 -0.106
H -4.673 -3.679 5.007 0.079
H -3.245 -3.152 5.930 0.079
H -4.811 -2.332 6.130 0.073
H -3.131 -2.334 3.561 0.083
H -3.261 -0.968 4.687 0.118
H -5.526 -0.979 4.281 0.079
C 2.317 -2.656 -5.490 -0.097
C 1.046 -3.211 -4.880 -0.325
O -0.053 -2.373 -5.203 -0.112
H 2.509 -1.643 -5.123 0.078
H 3.175 -3.289 -5.246 0.075
H 2.226 -2.589 -6.579 0.072
H 1.133 -3.256 -3.790 0.113
H 0.840 -4.219 -5.252 0.109
H -0.127 -2.346 -6.172 0.093
C 8.907 4.860 5.146 -0.092
C 9.173 3.511 5.781 -0.324
O 9.241 2.508 4.778 -0.106
H 7.969 4.842 4.582 0.077
H 8.848 5.644 5.907 0.072
H 9.701 5.117 4.437 0.073
H 8.367 3.248 6.473 0.110
H 10.116 3.517 6.336 0.105
H 9.965 2.746 4.174 0.092
C -9.035 0.407 4.984 -0.095
C -9.044 0.627 3.485 -0.322
O -7.735 0.943 3.034 -0.087
H -8.675 1.302 5.502 0.078
H -10.038 0.167 5.348 0.072
H -8.357 -0.410 5.252 0.068
H -9.705 1.459 3.224 0.116
H -9.390 -0.268 2.959 0.096
H -7.157 0.195 3.263 0.062
C -12.000 -3.829 4.125 -0.095
C -10.727 -3.011 4.188 -0.331
O -10.447 -2.652 5.533 -0.097
H -12.842 -3.262 4.535 0.079
H -12.232 -4.110 3.094 0.075
H -11.905 -4.739 4.726 0.073
H -10.833 -2.091 3.604 0.100
H -9.877 -3.575 3.791 0.110
H -10.346 -3.475 6.041 0.090
C 9.626 2.782 -0.874 -0.101
C 8.913 2.174 0.315 -0.325
O 8.100 3.153 0.945 -0.109
H 10.248 3.627 -0.559 0.078
H 10.261 2.042 -1.369 0.060
H 8.906 3.171 -1.601 0.069
H 9.636 1.807 1.049 0.113
H 8.279 1.337 0.007 0.108
H 7.455 3.466 0.288 0.090
C -5.230 -0.436 -11.297 -0.093
C -3.957 0.382 -11.234 -0.313
O -3.677 0.741 -9.888 -0.110
H -6.072 0.131 -10.886 0.076
H -5.462 -0.717 -12.328 0.074
H -5.135 -1.346 -10.696 0.076
H -4.063 1.302 -11.817 0.115
H -3.107 -0.182 -11.630 0.108
H -3.576 -0.082 -9.380 0.089
C -7.780 0.815 -7.065 -0.089
C -6.600 -0.052 -6.677 -0.320
O -5.706 -0.173 -7.773 -0.106
H -8.308 0.385 -7.922 0.078
H -8.481 0.914 -6.231 0.075
H -7.445 1.813 -7.365 0.068
H -6.937 -1.055 -6.399 0.115
H -6.059 0.378 -5.828 0.103
H -5.406 0.722 -8.007 0.053
C 6.400 -6.271 7.815 -0.095
C 5.516 -5.617 6.774 -0.325
O 6.197 -5.554 5.529 -0.117
H 7.332 -5.709 7.936 0.079
H 5.891 -6.324 8.781 0.074
H 6.677 -7.285 7.507 0.072
H 5.259 -4.597 7.075 0.102
H 4.587 -6.180 6.637 0.111
H 6.412 -6.465 5.266 0.096
C 10.991 1.038 -5.286 -0.096
C 10.277 0.430 -4.096 -0.320
O 9.464 1.409 -3.466 -0.112
H 11.612 1.883 -4.971 0.078
H 11.626 0.298 -5.780 0.074
H 10.270 1.427 -6.013 0.072
H 11.001 0.063 -3.362 0.115
H 9.644 -0.407 -4.405 0.108
H 8.820 1.722 -4.124 0.095

No. 6
13
Properties=species:S:1:pos:R:3:lowdin_charge:R:1 method="wB97M-V/def2-TZVPD" homo_ev=-8.199 molar_mass_da=68.1 total_energy_ev=-5309.5575 charge=0
C 0.670 -0.853 0.586 -0.125
C 0.518 0.340 1.529 -0.247
C 0.055 1.239 0.389 0.073
C -0.305 0.077 -0.404 -0.382
C -0.488 0.052 -1.915 -0.075
H -0.955 -0.628 0.105 0.129
H 0.320 -1.845 0.939 0.104
H 1.629 -0.972 0.105 0.093
H 1.447 0.665 2.001 0.098
H -0.245 0.238 2.312 0.116
H -0.921 0.994 -2.283 0.077
H 0.462 -0.093 -2.439 0.071
H -1.166 -0.758 -2.200 0.068